[1]
Here is an isolated ion of composition CHClNO2S and charge -1 in a non-equilibrium geometry from the Open Molecules 2025 dataset. Energies are from ωB97M-V/def2-TZVPD.

The geometry in XYZ format:
```
7
Properties=species:S:1:pos:R:3
C -1.056 -0.991 -0.084
N -1.812 0.158 0.244
O 0.132 -0.615 -0.507
O -1.446 -2.100 0.150
S -1.293 1.669 0.014
Cl -3.878 -0.049 -0.227
H 0.134 0.352 -0.348
```

SMILES string: O=C(O)N([S-])Cl
F_max: 0.0412 Eh/bohr
Net charge: -1
HOMO energy (spin up / spin down): -3.67 / -3.43 eV
Energy above the lowest of the compared OMol25 structures with the same formula, charge and spin: 33.2 kcal per mole
2S+1: 1


[2]
Here is a 5-piece molecular cluster, C2H13O4S overall in a non-equilibrium geometry from the Open Molecules 2025 dataset. Energies are from ωB97M-V/def2-TZVPD.

The geometry in XYZ format:
```
20
Properties=species:S:1:pos:R:3
C -2.930 2.218 -1.200
C -2.330 0.965 -0.548
S -0.703 1.637 0.246
H -3.845 1.655 -1.488
H -2.848 3.073 -0.344
H -2.281 2.549 -2.016
H -3.028 0.857 0.195
H -2.456 0.084 -1.277
H -2.973 1.939 3.352
H -2.005 1.593 2.165
O -2.266 1.353 3.051
H 4.343 -4.547 -0.244
H 3.150 -4.179 -1.251
O 3.746 -4.857 -0.922
H 0.762 0.409 -0.388
H 1.888 0.156 -1.444
O 1.718 0.021 -0.475
H 3.255 -1.551 -0.535
H 1.976 -1.807 0.166
O 2.660 -2.206 -0.446
```

F_max: 0.1129 Eh/bohr
Net charge: -1
HOMO energy: -3.45 eV
Energy above the lowest of the compared OMol25 structures with the same formula, charge and spin: 58.5 kcal per mole
2S+1: 1


[3]
Here is a 9-piece molecular cluster, C17H52N4O9 overall in a non-equilibrium geometry from the Open Molecules 2025 dataset. Energies are from ωB97M-V/def2-TZVPD.

The geometry in XYZ format:
```
82
Properties=species:S:1:pos:R:3
C 26.119 -8.720 5.845
O 26.598 -9.175 4.560
H 25.053 -8.501 5.756
H 26.694 -7.861 6.292
H 26.167 -9.573 6.633
H 26.486 -8.432 3.965
C 18.461 -7.210 4.945
O 19.669 -6.722 5.418
H 18.161 -8.016 5.608
H 18.640 -7.594 3.949
H 17.655 -6.467 4.960
H 19.752 -5.749 5.257
C 21.562 -8.615 7.380
O 22.656 -8.900 6.553
H 20.724 -9.085 6.849
H 21.494 -7.509 7.464
H 21.644 -9.097 8.383
H 23.364 -8.414 6.864
C 19.275 -6.701 8.946
O 20.122 -5.689 8.601
N 19.019 -7.152 10.155
N 18.649 -7.474 8.107
H 19.463 -6.557 10.922
H 18.500 -7.929 10.569
H 18.899 -7.198 7.156
H 18.215 -8.449 8.291
C 24.971 -6.343 7.431
O 26.068 -6.465 8.254
N 25.148 -5.834 6.269
N 23.778 -6.615 7.697
H 26.155 -5.962 6.056
H 24.431 -5.759 5.505
H 23.664 -7.042 8.659
H 22.949 -6.598 7.081
C 24.487 -9.692 9.471
C 23.680 -8.884 10.449
C 24.498 -8.560 11.681
O 23.416 -7.749 10.051
H 24.806 -10.633 9.902
H 25.352 -9.238 9.033
H 23.836 -9.844 8.643
H 22.773 -9.445 10.540
H 24.662 -9.440 12.321
H 24.061 -7.849 12.333
H 25.559 -8.131 11.389
H 22.836 -7.274 10.697
C 20.368 -10.330 4.168
C 20.983 -11.372 5.062
C 20.768 -12.873 4.694
O 22.205 -11.268 5.251
H 20.953 -10.214 3.263
H 20.195 -9.357 4.711
H 19.355 -10.535 3.847
H 20.536 -11.092 6.021
H 19.805 -13.057 5.026
H 21.388 -13.474 5.374
H 20.953 -13.095 3.646
H 22.417 -10.384 5.588
C 22.933 -13.605 10.140
C 21.804 -12.586 9.947
C 21.659 -12.165 8.499
O 20.658 -13.021 10.295
H 22.796 -14.363 9.484
H 23.058 -14.059 11.117
H 23.921 -13.188 10.065
H 21.915 -11.695 10.570
H 20.991 -11.276 8.397
H 21.301 -12.995 7.833
H 22.681 -12.010 8.106
H 20.035 -12.335 10.176
C 23.564 -5.674 1.671
C 23.120 -5.452 3.083
C 22.687 -6.742 3.753
O 24.007 -5.039 3.800
H 23.630 -6.785 1.479
H 24.534 -5.211 1.506
H 22.706 -5.307 1.204
H 22.231 -4.860 3.153
H 23.469 -7.389 4.048
H 22.073 -7.302 3.089
H 22.191 -6.668 4.752
H 24.160 -4.063 3.656
```

SMILES string: NC(N)=O.NC(N)=O.CC(C)O.CC(C)O.CC(C)O.CC(C)O.CO.CO.CO
F_max: 0.2722 Eh/bohr
HOMO energy: -8.71 eV
Energy above the lowest of the compared OMol25 structures with the same formula, charge and spin: 206.9 kcal per mole
2S+1: 1


[4]
Here is an isolated ion of composition C3H8FN2O and charge +1 in a non-equilibrium geometry from the Open Molecules 2025 dataset. Energies are from ωB97M-V/def2-TZVPD.

The geometry in XYZ format:
```
15
Properties=species:S:1:pos:R:3
C -1.176 -0.275 0.007
C 1.314 0.359 0.457
C -0.130 0.856 0.330
N -2.497 -0.077 0.195
N 1.636 -0.655 -0.634
O -0.873 -1.284 -0.589
F 0.008 1.688 -0.753
H 2.035 1.171 0.369
H 1.399 0.022 1.394
H -0.592 1.337 1.121
H -2.857 0.507 0.923
H -3.194 -0.712 -0.157
H 2.071 -1.547 -0.323
H 2.182 -0.202 -1.376
H 0.674 -1.188 -0.964
```

SMILES string: NC(=O)[C@H](F)C[NH3+]
F_max: 0.0810 Eh/bohr
Net charge: +1
HOMO energy: -15.01 eV
Energy above the lowest of the compared OMol25 structures with the same formula, charge and spin: 1.5 kcal per mole
2S+1: 1


[5]
Here is a 2-piece molecular cluster, C5H13O overall in a non-equilibrium geometry from the Open Molecules 2025 dataset. Energies are from ωB97M-V/def2-TZVPD.

The geometry in XYZ format:
```
19
Properties=species:S:1:pos:R:3
H 1.094 0.350 0.407
C 0.136 -0.238 0.408
C 0.289 -1.512 -0.420
C -0.291 -0.600 1.834
C -1.012 0.645 -0.208
C -0.743 1.146 -1.618
H -0.645 -2.097 -0.445
H 0.627 -1.282 -1.432
H 1.075 -2.148 -0.017
H -1.230 -1.178 1.830
H 0.478 -1.172 2.357
H -0.397 0.305 2.440
H -1.914 0.020 -0.212
H -1.225 1.494 0.475
H -1.513 1.839 -1.943
H 0.209 1.689 -1.663
H -0.744 0.311 -2.328
O 2.388 1.055 0.185
H 3.419 1.372 0.350
```

F_max: 0.1112 Eh/bohr
Expectation value of S²: 0.7543
HOMO energy (spin up / spin down): -10.35 / -10.33 eV
Energy above the lowest of the compared OMol25 structures with the same formula, charge and spin: 31.0 kcal per mole
2S+1: 2


[6]
Here is a 2-piece molecular cluster, C25H41Cl5N2O13 overall from the Open Molecules 2025 dataset. Energies are from ωB97M-V/def2-TZVPD.

The geometry in XYZ format:
```
86
Properties=species:S:1:pos:R:3
C 4.245 1.275 -1.214
O 2.872 1.373 -0.866
C 2.517 0.457 0.130
C 1.158 0.876 0.750
C 1.538 1.885 1.884
Cl 0.221 2.614 2.817
C 2.558 2.986 1.472
C 2.066 4.048 0.511
Cl 3.058 3.842 2.983
C 0.168 1.268 -0.366
C 0.237 0.544 -1.740
C -0.714 -0.561 -2.142
O -1.781 -0.368 -2.595
Cl -0.143 -2.260 -2.122
C -1.329 1.460 0.050
C -1.649 2.963 0.148
C -1.974 3.494 -1.237
O -0.742 3.598 -1.963
C -1.892 0.477 1.167
C -2.819 1.231 2.151
C -3.117 0.535 3.459
O -2.456 0.744 4.449
C -2.707 -0.615 0.377
C -4.008 -1.153 0.958
O -4.177 -2.191 1.518
O -5.056 -0.256 0.753
C -5.541 -0.148 -0.581
C -6.385 -1.269 -1.050
O -5.230 0.801 -1.206
C -0.802 -0.199 2.045
Cl -1.252 -1.815 2.628
N 0.602 -0.359 1.467
O 0.730 -1.510 0.679
C 1.683 -2.412 1.273
C 2.093 -3.458 0.247
N 3.324 -4.125 0.670
C 4.430 -4.109 -0.292
C 5.082 -5.486 -0.447
C 4.248 -6.395 -1.360
O 6.353 -5.260 -1.075
H 4.417 1.921 -2.068
H 4.886 1.593 -0.386
H 4.500 0.243 -1.474
H 3.288 0.401 0.911
H 2.442 -0.538 -0.316
H 2.084 1.279 2.615
H 3.492 2.522 1.181
H 2.864 4.781 0.390
H 1.828 3.666 -0.474
H 1.229 4.588 0.950
H 0.491 2.267 -0.643
H 1.241 0.242 -2.030
H -0.034 1.329 -2.451
H -1.839 1.212 -0.873
H -2.499 3.222 0.770
H -0.798 3.553 0.486
H -2.683 2.848 -1.746
H -2.438 4.473 -1.135
H -0.938 4.030 -2.803
H -2.388 2.187 2.426
H -3.760 1.464 1.657
H -3.959 -0.171 3.501
H -2.082 -1.456 0.074
H -3.032 -0.152 -0.547
H -6.523 -1.152 -2.121
H -5.931 -2.237 -0.841
H -7.354 -1.237 -0.554
H -0.660 0.331 2.980
H 1.207 -0.511 2.282
H 2.589 -1.861 1.559
H 1.257 -2.851 2.177
H 1.290 -4.188 0.150
H 2.237 -2.930 -0.695
H 3.657 -3.756 1.549
H 5.208 -3.398 0.003
H 4.093 -3.800 -1.281
H 5.204 -5.945 0.534
H 4.826 -6.606 -2.257
H 3.957 -7.328 -0.882
H 3.329 -5.902 -1.679
H 7.063 -5.472 -0.464
O -6.512 3.310 -3.009
Cl -5.442 4.165 -2.564
O -4.215 3.806 -3.254
O -5.244 3.994 -1.136
O -5.757 5.543 -2.842
```

F_max: 0.0188 Eh/bohr
HOMO energy: -7.76 eV
2S+1: 1